The following is a quantum chemistry calculation of a 3-piece molecular cluster, C6H14N2 overall, from OMol25.

Each line ends with the Mulliken charge.
Cartesian coordinates (Å):
C (0.77, 0.04, 0.54)  0.4774
C (-1.55, -0.42, -0.29)  -0.2273
C (0.62, 1.52, 0.75)  -1.2563
C (-2.06, -0.80, 1.07)  -1.2804
C (0.79, -0.54, -0.67)  0.2431
N (3.02, -0.10, 0.58)  -0.7760
N (-2.05, 0.76, -0.82)  -0.4383
C (1.04, -1.01, -1.85)  -0.8643
H (0.71, -0.59, 1.41)  0.2227
H (-1.55, -1.24, -1.01)  0.4113
H (3.30, -1.06, 0.40)  0.1895
H (3.39, 0.43, -0.21)  0.1870
H (-2.25, 1.51, -0.17)  0.2284
H (-1.70, 1.03, -1.73)  0.2584
H (0.62, 2.07, -0.20)  0.2781
H (-1.90, 0.00, 1.79)  0.2966
H (1.47, 1.86, 1.34)  0.4746
H (-0.30, 1.75, 1.29)  0.2914
H (-3.13, -1.00, 1.04)  0.3866
H (-1.56, -1.70, 1.43)  0.3178
H (2.06, -1.13, -2.20)  0.3195
H (0.24, -1.38, -2.50)  0.2601

Output
Orbital gap (alpha / beta)   6.30 / 8.09 eV
ΔE to the lowest compared entry with this formula, charge and spin   6.223 eV
Spin multiplicity   1
Charge   0

***

The following is a quantum chemistry calculation of C4H9FO as an isolated structure, from OMol25.

Each line ends with the Mulliken charge.
Cartesian coordinates (Å):
C (0.27, 0.72, 1.42)  -0.8421
C (0.76, 0.59, 0.02)  0.1537
C (-0.06, -0.14, -0.80)  0.0984
C (-0.52, -1.65, -0.36)  -1.2027
H (-0.72, 1.28, 1.37)  0.2475
H (-0.19, -0.52, 1.52)  0.2084
H (1.03, 1.15, 2.18)  0.2966
H (1.72, 0.18, -0.18)  0.4115
H (-0.32, 2.15, -0.95)  0.3938
H (0.40, 0.16, -1.79)  0.3070
H (0.34, -2.20, 0.07)  0.4240
H (-1.57, -1.88, 0.33)  0.3176
H (-0.56, -2.54, -1.49)  0.2545
O (0.66, 1.95, -0.40)  -0.6522
F (-1.24, 0.75, -0.94)  -0.4161

Output
Orbital gap   10.45 eV
ΔE to the lowest compared entry with this formula, charge and spin   4.840 eV
Spin multiplicity   1
Charge   0

***

The following is a quantum chemistry calculation of a 2-piece molecular cluster, C4H7S overall, from OMol25.

Each line ends with the Mulliken charge.
Cartesian coordinates (Å):
C (-1.42, 0.04, 0.86)  -0.8938
C (-0.73, -0.70, -0.02)  -0.0992
C (0.26, -0.11, -0.90)  0.1069
C (0.83, -0.75, -1.92)  -0.7982
H (-1.59, 1.09, 0.67)  0.3071
H (-1.76, -0.31, 1.83)  0.3037
H (-0.79, -1.79, -0.02)  0.2308
H (0.51, 0.93, -0.69)  0.2410
H (1.56, -0.30, -2.58)  0.2717
H (0.62, -1.82, -2.02)  0.2163
S (0.79, 1.41, 2.20)  -0.8064
H (1.72, 2.32, 2.58)  -0.0798

Output
Orbital gap   6.57 eV
ΔE to the lowest compared entry with this formula, charge and spin   0.467 eV
Spin multiplicity   1
Charge   -1

***

The following is a quantum chemistry calculation of one molecule with the formula C23H20N2O4, from OMol25.

Each line ends with the Mulliken charge.
Cartesian coordinates (Å):
C (5.21, -0.94, -1.24)  -0.9259
C (5.08, -2.32, -0.61)  -0.4318
O (4.51, -2.28, 0.68)  -0.4710
C (3.17, -2.05, 0.82)  0.5518
C (2.24, -2.01, -0.21)  -0.2568
C (0.91, -1.76, 0.07)  -0.8544
C (0.48, -1.55, 1.37)  0.3580
N (-0.87, -1.23, 1.57)  -0.0901
C (-1.46, -0.70, 2.67)  0.5167
O (-0.99, -0.65, 3.78)  -0.6465
C (-2.86, -0.12, 2.36)  -0.4839
N (-2.86, 0.55, 1.09)  0.0846
C (-1.90, 1.43, 0.70)  -0.7409
C (-2.08, 1.81, -0.61)  0.3970
C (-1.27, 2.72, -1.41)  -0.1574
O (-1.70, 3.34, -2.36)  -0.6193
C (0.15, 2.80, -1.01)  -0.5421
C (0.97, 1.91, -0.36)  1.1689
C (2.26, 2.48, -0.35)  -1.0339
C (2.13, 3.67, -1.00)  -0.3790
O (0.88, 3.87, -1.40)  -0.3648
C (-3.27, 1.13, -1.06)  0.4706
C (-3.95, 1.10, -2.27)  -0.4008
C (-5.07, 0.29, -2.37)  -0.6400
C (-5.50, -0.49, -1.29)  -0.6584
C (-4.83, -0.48, -0.09)  -0.8901
C (-3.71, 0.33, 0.03)  0.4009
C (1.40, -1.61, 2.41)  -0.4176
C (2.73, -1.86, 2.13)  -0.7233
H (5.79, -0.29, -0.59)  0.2886
H (5.70, -1.02, -2.20)  0.3693
H (4.23, -0.48, -1.38)  0.2552
H (4.52, -3.00, -1.26)  0.3170
H (6.07, -2.75, -0.44)  0.3272
H (2.53, -2.16, -1.24)  0.3561
H (0.20, -1.72, -0.75)  0.3751
H (-1.42, -1.24, 0.71)  0.0886
H (-3.59, -0.93, 2.35)  0.2736
H (-3.11, 0.57, 3.17)  0.2601
H (-1.16, 1.76, 1.40)  0.7699
H (0.70, 0.95, 0.04)  0.5025
H (3.15, 2.06, 0.07)  0.5393
H (2.85, 4.44, -1.22)  0.4806
H (-3.62, 1.71, -3.09)  0.5014
H (-5.62, 0.26, -3.29)  0.3992
H (-6.37, -1.11, -1.41)  0.3918
H (-5.18, -1.09, 0.74)  0.3398
H (1.08, -1.45, 3.43)  0.5273
H (3.46, -1.90, 2.93)  0.4168

Output
Orbital gap   8.52 eV
ΔE to the lowest compared entry with this formula, charge and spin   2.169 eV
Spin multiplicity   1
Charge   0
SMILES   CCOc1ccc(NC(=O)Cn2cc(C(=O)c3ccco3)c3ccccc32)cc1

***

The following is a quantum chemistry calculation of C19H20ClIN2Pt as an isolated structure, from OMol25.

Each line ends with the Mulliken charge.
Cartesian coordinates (Å):
C (-3.40, 0.20, 0.57)  -1.1648
C (-2.52, 1.52, 0.17)  -0.7562
H (-4.26, 0.28, -0.11)  0.3918
H (-3.71, 0.20, 1.62)  0.3937
H (-3.04, -0.84, 0.33)  0.3836
H (-2.29, 1.51, -0.91)  0.3437
H (-3.11, 2.46, 0.19)  0.4751
H (-1.68, 1.79, 0.91)  0.1391
C (-0.42, -2.66, -1.09)  0.1050
C (0.13, -3.54, -2.01)  -0.8113
C (0.79, -3.03, -3.13)  -0.4438
C (0.90, -1.65, -3.29)  -0.9452
H (-0.89, -3.00, -0.16)  0.2189
H (0.04, -4.62, -1.84)  0.3925
H (1.21, -3.69, -3.90)  0.4140
H (1.40, -1.17, -4.13)  0.2761
N (-0.37, -1.33, -1.27)  0.0357
C (0.29, -0.81, -2.33)  0.9664
C (0.34, 0.64, -2.41)  0.0952
N (-0.33, 1.30, -1.44)  -0.0384
C (-0.29, 2.65, -1.36)  0.0800
C (1.01, 2.76, -3.38)  -0.6046
C (0.34, 3.41, -2.33)  -0.8643
H (-0.82, 3.11, -0.52)  0.4060
H (0.29, 4.49, -2.25)  0.3819
C (1.03, 1.37, -3.40)  -0.7704
H (1.54, 0.81, -4.18)  0.3480
H (1.48, 3.34, -4.17)  0.4284
Pt (-1.23, 0.10, 0.22)  1.0962
I (-1.43, -1.69, 2.25)  -0.4427
Cl (2.12, -2.16, 1.08)  -0.1864
C (1.73, -1.22, 2.47)  0.8291
C (1.99, -1.73, 3.73)  -0.4795
C (1.69, -0.97, 4.86)  -0.5061
C (1.15, 0.31, 4.72)  -0.6351
C (0.88, 0.82, 3.45)  -0.4831
C (1.13, 0.06, 2.31)  -0.3176
C (0.69, 0.55, 0.97)  -1.2272
H (2.40, -2.74, 3.82)  0.3861
H (1.87, -1.39, 5.86)  0.3460
H (0.93, 0.92, 5.60)  0.3516
H (0.44, 1.81, 3.33)  0.3103
H (1.36, 0.19, 0.19)  0.5235
H (0.67, 1.64, 0.97)  0.5586

Output
Orbital gap (alpha / beta)   4.24 / 6.34 eV
Expectation value of S²   2.011
Spin multiplicity   3
Charge   0

***

The following is a quantum chemistry calculation of a 3-piece molecular cluster, C5H14N4 overall, from OMol25.

Each line ends with the Mulliken charge.
Cartesian coordinates (Å):
C (0.32, -3.79, 1.97)  -0.7811
C (-0.76, -0.60, -2.12)  -0.8724
C (-0.48, -0.91, 1.23)  0.1653
C (-0.09, 0.03, -1.12)  0.5695
C (-0.03, 2.56, -0.66)  -0.3544
N (0.57, 3.68, -0.83)  -0.1903
N (0.19, -0.60, 0.13)  -0.1486
N (-1.24, -0.79, 2.07)  -0.2347
N (0.86, 0.99, -1.49)  -0.3358
H (1.30, -4.07, 2.50)  0.2846
H (-0.63, -3.77, 2.43)  0.3088
H (-0.88, -0.30, -3.15)  0.2806
H (-1.42, -1.44, -2.04)  0.3225
H (-0.09, 2.26, 0.44)  0.3388
H (-0.87, 2.30, -1.22)  0.4378
H (1.26, 4.09, -0.19)  0.2942
H (0.27, 4.28, -1.55)  0.2879
H (0.89, -1.29, 0.11)  0.3407
H (0.73, -3.13, 1.30)  -0.2354
H (0.26, -4.64, 1.41)  0.4238
H (-1.38, -1.59, 2.75)  0.3719
H (0.74, 1.12, -2.53)  0.3520
H (1.86, 0.87, -1.16)  0.3743

Output
Orbital gap (alpha / beta)   5.03 / 5.16 eV
Expectation value of S²   2.014
ΔE to the lowest compared entry with this formula, charge and spin   3.092 eV
Spin multiplicity   3
Charge   +2

***

The following is a quantum chemistry calculation of C48H68CsN4P3Si2 as an isolated structure, from OMol25.

Each line ends with the Mulliken charge.
Cartesian coordinates (Å):
Cs (1.36, -1.22, 0.58)  1.5812
C (5.60, 2.52, -0.92)  -1.1383
Si (4.47, 1.06, -1.48)  -0.0709
C (5.48, -0.52, -1.11)  -1.1528
C (4.39, 1.22, -3.39)  -0.9462
N (2.94, 0.84, -0.76)  0.1557
P (1.94, 2.01, -0.32)  1.7413
C (0.46, 1.31, 0.04)  -1.6342
P (-0.68, 1.96, 1.09)  0.8810
N (-1.61, 0.77, 1.60)  0.2782
Si (-2.98, 0.89, 2.61)  0.2588
C (-3.30, 2.42, 3.73)  -1.1305
C (-2.93, -0.57, 3.86)  -0.8498
C (-4.60, 0.71, 1.59)  -1.0497
C (-0.09, 2.90, 2.54)  1.3875
C (0.06, 4.28, 2.66)  -0.3894
C (0.51, 4.82, 3.85)  -0.8452
C (0.87, 4.00, 4.91)  -0.6186
C (0.78, 2.62, 4.77)  -0.9397
C (0.29, 2.09, 3.60)  -1.3098
C (-1.87, 3.12, 0.29)  0.2356
C (-2.56, 4.22, 0.78)  0.1043
C (-3.58, 4.80, 0.04)  -0.8615
C (-3.93, 4.29, -1.19)  -0.6343
C (-3.26, 3.18, -1.69)  -0.7058
C (-2.24, 2.61, -0.95)  -0.6981
C (1.93, 3.15, -1.76)  0.2417
C (2.64, 4.32, -2.01)  0.2827
C (2.56, 4.94, -3.25)  -0.8838
C (1.79, 4.40, -4.26)  -0.5864
C (1.09, 3.23, -4.03)  -0.7478
C (1.16, 2.62, -2.80)  -1.0025
C (2.73, 3.02, 0.96)  1.2524
C (3.52, 2.32, 1.87)  -1.2765
C (4.10, 2.96, 2.95)  -0.7885
C (3.91, 4.33, 3.12)  -0.7871
C (3.12, 5.03, 2.23)  -0.8415
C (2.51, 4.38, 1.17)  -0.2366
H (6.59, 2.48, -1.37)  0.4775
H (5.72, 2.52, 0.16)  0.2770
H (5.15, 3.47, -1.20)  0.2734
H (6.41, -0.52, -1.68)  0.3271
H (4.93, -1.41, -1.38)  0.2852
H (5.74, -0.60, -0.06)  0.2865
H (5.36, 1.06, -3.85)  0.3977
H (4.03, 2.20, -3.69)  0.2560
H (3.70, 0.48, -3.80)  0.1417
H (-2.41, 2.67, 4.31)  0.2258
H (-4.11, 2.27, 4.44)  0.4389
H (-3.54, 3.29, 3.13)  0.2843
H (-2.19, -0.39, 4.63)  0.3320
H (-2.67, -1.49, 3.35)  -0.0432
H (-3.89, -0.70, 4.34)  0.3172
H (-4.82, 1.61, 1.02)  0.2870
H (-5.45, 0.50, 2.23)  0.3604
H (-4.51, -0.11, 0.88)  0.1778
H (-0.19, 4.93, 1.84)  0.5232
H (0.60, 5.90, 3.95)  0.3239
H (1.24, 4.44, 5.83)  0.3743
H (1.07, 1.97, 5.59)  0.4050
H (0.15, 1.02, 3.48)  0.5616
H (-2.33, 4.63, 1.76)  0.3912
H (-4.11, 5.66, 0.44)  0.3887
H (-4.73, 4.74, -1.76)  0.3219
H (-3.54, 2.76, -2.65)  0.4187
H (-1.70, 1.74, -1.30)  -0.2105
H (3.27, 4.75, -1.25)  0.3488
H (3.13, 5.85, -3.43)  0.3755
H (1.73, 4.89, -5.22)  0.3319
H (0.50, 2.79, -4.83)  0.4063
H (0.63, 1.69, -2.58)  0.0992
H (3.69, 1.27, 1.69)  0.5694
H (4.71, 2.40, 3.64)  0.4205
H (4.37, 4.84, 3.96)  0.3393
H (2.95, 6.09, 2.38)  0.4275
H (1.87, 4.93, 0.49)  0.8305
N (-0.83, -5.27, 3.77)  -0.0779
C (-0.05, -4.39, 3.06)  -0.8040
N (-0.74, -3.67, 2.22)  0.0864
C (-2.04, -4.07, 2.36)  0.1481
C (-3.20, -3.63, 1.72)  0.0515
C (-4.39, -4.23, 2.07)  -1.1730
C (-4.46, -5.25, 3.02)  -0.5743
C (-3.32, -5.71, 3.67)  -0.9322
C (-2.12, -5.09, 3.34)  0.1605
H (-0.52, -5.91, 4.49)  0.1944
H (1.01, -4.33, 3.18)  0.6075
H (-3.15, -2.83, 1.00)  1.1605
H (-5.31, -3.90, 1.60)  0.4524
H (-5.42, -5.69, 3.26)  0.3703
H (-3.37, -6.50, 4.41)  0.3893
C (0.03, -4.66, -4.53)  -1.4553
C (0.60, -3.51, -3.70)  0.4737
C (1.03, -2.34, -4.58)  -1.6936
P (-0.36, -2.80, -2.23)  0.1889
C (-1.82, -1.89, -3.00)  0.7656
C (-2.70, -1.42, -1.85)  -1.7815
C (-2.66, -2.52, -4.12)  -1.6280
C (-1.06, -4.28, -1.32)  2.4115
C (-2.24, -5.08, -1.88)  -1.7449
C (0.10, -5.20, -0.94)  -1.8650
H (0.73, -4.90, -5.34)  0.4905
H (-0.92, -4.42, -4.98)  0.1284
H (-0.09, -5.55, -3.93)  0.2710
H (1.50, -3.88, -3.20)  0.4006
H (0.20, -1.97, -5.19)  0.2214
H (1.84, -2.63, -5.24)  0.5117
H (1.37, -1.52, -3.95)  0.3669
H (-1.33, -1.00, -3.42)  0.1879
H (-3.27, -2.24, -1.42)  0.1043
H (-3.41, -0.66, -2.19)  0.5448
H (-2.10, -0.97, -1.06)  0.4949
H (-3.06, -3.49, -3.84)  0.2075
H (-2.07, -2.65, -5.03)  0.3319
H (-3.49, -1.86, -4.35)  0.4720
H (-1.39, -3.81, -0.38)  -1.1344
H (-2.04, -5.49, -2.86)  0.1995
H (-3.13, -4.46, -1.93)  0.3703
H (-2.46, -5.90, -1.20)  0.5095
H (0.43, -5.80, -1.79)  0.2847
H (-0.21, -5.88, -0.15)  0.4564
H (0.94, -4.62, -0.58)  0.4954
C (3.57, -4.22, 0.65)  -1.0685
H (3.76, -4.49, -0.39)  0.1154
H (3.13, -5.08, 1.16)  0.0868
H (4.53, -3.98, 1.12)  0.1967

Output
Orbital gap   3.58 eV
ΔE to the lowest compared entry with this formula, charge and spin   2.092 eV
Spin multiplicity   1
Charge   -2

***

The following is a quantum chemistry calculation of one molecule with the formula C5H9N3O, from OMol25.

Each line ends with the Mulliken charge.
Cartesian coordinates (Å):
C (0.62, -0.37, 2.21)  -1.3584
C (-0.89, -0.38, 0.05)  0.9647
C (1.24, 0.20, -0.25)  0.4301
C (0.40, -0.36, 0.74)  -0.1451
N (-1.44, -1.45, -0.74)  -0.6853
C (-0.01, 1.44, -1.98)  -0.3223
O (-1.90, 0.27, 0.68)  -0.5078
N (0.13, 0.47, -1.16)  -0.0947
N (2.47, 0.51, -0.33)  -0.8306
H (-2.73, 0.06, 0.23)  0.3912
H (-0.71, -1.87, -1.31)  0.2641
H (-1.80, -2.16, -0.12)  0.2495
H (2.70, 1.02, -1.18)  0.1761
H (0.26, 0.55, 2.69)  0.2447
H (0.10, -1.21, 2.70)  0.3490
H (1.68, -0.46, 2.41)  0.3770
H (-0.95, 1.60, -2.48)  0.2612
H (0.82, 2.13, -2.16)  0.2365

Output
Orbital gap (alpha / beta)   7.16 / 7.16 eV
ΔE to the lowest compared entry with this formula, charge and spin   3.822 eV
Spin multiplicity   1
Charge   0